[1]
This record from the Open Molecules 2025 dataset describes a 2-piece molecular cluster, C14H16O overall. The level of theory is wB97M-V/def2-TZVPD.

As for the net charge: +1. As for the spin multiplicity: 2. The value obtained for the gap between HOMO and LUMO (spin up / spin down) is 7.738 / 3.927 eV. The LUMO energy (spin up / spin down) comes out at -3.6 / -7.4 eV.

Last column: Mulliken spin population.
Cartesian coordinates (Å):
C 1.17616 3.46875 -3.47475  0.000
C -0.27688 1.60108 -0.49016  0.001
C 0.06039 2.06714 -1.74621  0.000
C 0.34750 2.25509 0.58870  0.001
C 0.92391 3.12326 -2.03673  0.000
C 1.21459 3.30950 0.33567  -0.001
C 1.52511 3.75435 -0.95315  0.000
H -1.07860 0.88526 -0.38813  -0.001
H -0.36321 1.55941 -2.61236  0.000
H 0.09722 1.97076 1.60204  0.000
H 1.76341 3.79936 1.13076  0.000
H 1.41006 2.66032 -4.17087  0.000
H 2.04766 4.12164 -3.56755  0.000
H 2.17321 4.59361 -1.14518  0.000
H 0.31325 3.97998 -3.90268  0.000
C -2.88397 -3.45762 0.45076  0.016
C -0.25361 -1.22615 1.91917  0.082
C 0.88441 -2.10955 1.93516  0.258
C -1.43232 -1.61688 1.37691  0.013
C -1.58237 -2.99836 0.99202  0.255
C 0.77979 -3.42887 1.50527  0.089
C -0.50322 -3.87647 1.20983  0.069
O 1.96846 -1.51978 2.37893  0.162
H -0.11548 -0.19228 2.20237  0.007
H -2.21687 -0.88961 1.22812  0.000
H 1.57176 -4.16273 1.46813  -0.002
H 2.72902 -2.13477 2.43875  -0.007
H -3.00527 -4.49441 0.14713  -0.001
H -3.08557 -2.91527 -0.48191  0.026
H -0.55523 -4.89376 0.84447  0.002
H -3.63328 -3.23301 1.21547  0.027


[2]
This record from the Open Molecules 2025 dataset describes a 2-piece molecular cluster, C14H16O2 overall. The level of theory is wB97M-V/def2-TZVPD.

As for the net charge: -1. As for the spin multiplicity: 2. The value obtained for the gap between HOMO and LUMO (spin up / spin down) is 1.795 / 5.845 eV. The LUMO energy (spin up / spin down) comes out at 2.6 / 2.5 eV.

Last column: Mulliken spin population.
Cartesian coordinates (Å):
C 2.91066 5.02286 0.06842  -0.010
C -0.21946 3.01530 -0.93544  0.280
C 0.91560 3.53930 -0.22029  0.217
C -0.21230 3.21459 -2.32290  -0.109
C 1.84454 4.37982 -0.82475  -0.060
C 0.76583 3.93939 -2.96476  0.224
C 1.76701 4.65250 -2.19329  0.304
O -1.27547 2.64168 -3.01133  -0.047
H -1.08801 2.57658 -0.47382  0.047
H 1.06165 3.29430 0.83324  0.030
H -1.21350 2.85418 -3.96430  0.001
H 0.79310 3.96978 -4.05811  0.028
H 3.59984 5.63283 -0.49537  0.027
H 3.50442 4.22433 0.49739  -0.001
H 2.27867 5.49948 -2.63701  0.046
H 2.39335 5.62965 0.80386  -0.012
C -0.21754 -5.80057 -0.43787  0.008
C -1.13789 -2.84578 2.52230  0.092
C 0.18227 -3.08654 2.16908  0.007
C -2.14959 -3.55825 1.92103  0.026
C 0.45844 -4.03278 1.19454  0.002
C -1.87915 -4.53173 0.96524  -0.010
C -0.56350 -4.76816 0.60057  -0.009
O -1.35938 -1.95900 3.53776  -0.069
H -2.30016 -1.75584 3.60152  0.006
H 0.95486 -2.42491 2.55156  -0.010
H -3.17435 -3.47883 2.29049  -0.001
H 1.45965 -4.07054 0.75775  0.001
H -2.63481 -5.10945 0.47130  -0.002
H 0.66794 -6.40327 -0.21408  -0.001
H 0.01743 -5.30997 -1.39755  -0.004
H -1.04133 -6.50415 -0.58477  0.001


[3]
This record from the Open Molecules 2025 dataset describes a 2-piece molecular cluster, C14H16O2 overall. The level of theory is wB97M-V/def2-TZVPD.

As for the net charge: +1. As for the spin multiplicity: 2. The value obtained for the gap between HOMO and LUMO (spin up / spin down) is 7.199 / 3.565 eV. The LUMO energy (spin up / spin down) comes out at -4.1 / -7.7 eV.

Last column: Mulliken spin population.
Cartesian coordinates (Å):
C 1.89324 0.46509 2.70778  0.023
C -0.90586 2.47380 0.98771  0.030
C 0.26410 2.00801 1.43498  0.088
C -1.99441 1.67109 1.58275  0.291
C 0.53137 0.89700 2.30469  0.225
C -1.76606 0.52962 2.25398  0.085
C -0.54698 0.11964 2.69513  0.050
O -3.31262 1.66090 1.07066  0.150
H -0.90407 3.34809 0.32648  0.002
H 1.26383 2.33686 0.92888  0.006
H -3.57582 2.62589 0.90053  -0.005
H -2.57987 -0.18776 2.51810  -0.004
H 2.04991 -0.58183 2.84716  0.004
H 2.27891 1.14333 3.58507  0.044
H -0.43119 -0.75352 3.39322  0.002
H 2.58335 0.66482 1.93691  0.006
C 1.32904 1.08726 -1.95767  0.002
C -1.19842 -1.79615 -2.46365  0.001
C -0.44185 -2.86524 -2.11869  0.000
C -0.68664 -0.42549 -2.35341  -0.003
C 0.60488 -0.25133 -1.93946  -0.002
C 0.90431 -2.63975 -1.66060  0.001
C 1.28652 -1.32325 -1.47854  0.000
O -1.01195 -4.12596 -1.85858  0.000
H -2.10158 -1.91624 -2.95134  0.000
H -1.31774 0.45572 -2.74541  0.000
H 1.64480 -3.35401 -1.61213  0.000
H -0.72869 -4.40213 -1.05719  0.000
H 2.01042 1.13241 -1.19647  0.001
H 0.56625 1.89584 -1.78124  0.001
H 2.37009 -1.24341 -1.47730  0.001
H 1.92274 1.35067 -2.82234  0.000


[4]
This record from the Open Molecules 2025 dataset describes one molecule with the formula C14H17BCl2N2O4. The level of theory is wB97M-V/def2-TZVPD.

As for the structure (SMILES): C=CC(=O)N(C)CC(=O)N[C@@H](Cc1ccc(Cl)c(Cl)c1)B(O)O. The value obtained for the gap between HOMO and LUMO is 8.895 eV. The LUMO energy comes out at 0.2 eV.

Last column: Mulliken charge in e.
Cartesian coordinates (Å):
C -3.09946 -0.21142 -4.65826  -0.824
C -1.93735 0.22402 -4.17521  -0.239
C -1.77785 0.60306 -2.77902  0.874
O -2.44418 0.02399 -1.94656  -0.780
N -0.92797 1.64806 -2.45682  0.236
C 0.11030 2.08423 -3.40602  -1.099
C -0.62984 1.97761 -1.06974  -1.918
C 0.18555 0.87191 -0.50679  1.377
O 1.35173 0.76167 -0.78788  -0.673
N -0.54465 -0.00442 0.24615  -0.044
C 0.02251 -1.30554 0.65164  -0.027
C 0.15981 -1.47822 2.16273  -1.009
C 1.17801 -0.60397 2.85056  0.473
C 1.81780 0.43568 2.20488  -0.639
C 2.70977 1.27157 2.83965  -0.871
C 2.94050 1.04296 4.19535  0.288
Cl 4.21346 1.88351 4.98000  -0.215
C 2.22239 0.08356 4.87553  0.152
Cl 2.51597 -0.18187 6.56282  -0.209
C 1.34106 -0.73323 4.22630  -0.846
B -0.75836 -2.62781 0.13358  0.657
O -1.85341 -2.51702 -0.67204  -0.705
O -0.17227 -3.80502 0.60381  -0.606
H -3.20606 -0.56653 -5.65037  0.295
H -3.91765 -0.40826 -3.99443  0.281
H -1.04355 0.30105 -4.79261  0.301
H 0.66972 2.87352 -2.96402  0.337
H 0.78399 1.25379 -3.66773  0.358
H -0.31001 2.50196 -4.30176  0.410
H -1.57559 2.05255 -0.52479  0.295
H -0.16475 2.96150 -0.94303  0.514
H -1.53075 0.12566 0.31001  0.370
H 0.98036 -1.52960 0.09824  0.164
H 0.46276 -2.50592 2.32554  0.525
H -0.81668 -1.38251 2.64334  0.366
H 1.59265 0.62032 1.18381  0.725
H 3.21946 2.08128 2.33194  0.457
H 0.82836 -1.51696 4.73716  0.502
H -2.00809 -1.67488 -1.16320  0.440
H -0.58771 -4.63032 0.29726  0.304


[5]
This record from the Open Molecules 2025 dataset describes C14H17BF10IrN2O4S2 as an isolated structure. The level of theory is wB97M-V/def2-TZVPD.

As for the net charge: -1. The value obtained for the gap between HOMO and LUMO (spin up / spin down) is 7.243 / 7.279 eV. The LUMO energy (spin up / spin down) comes out at 1.7 / 1.5 eV.

Last column: Mulliken charge in e.
Cartesian coordinates (Å):
Ir -1.41150 -0.45221 -0.95748  1.178
F -4.80329 1.65543 0.14782  -0.137
C -4.84946 1.02524 1.30523  0.657
F -5.80310 0.10859 1.30474  -0.195
F -5.09935 1.91290 2.27404  -0.239
S -3.22492 0.22792 1.69324  0.921
O -2.91120 -0.67567 0.57589  -0.810
O -3.42490 -0.41270 2.94936  -0.634
N -2.20062 1.41077 1.81582  -0.327
S -1.91679 2.43860 0.65791  0.907
O -1.76349 1.81892 -0.65916  -0.846
O -2.68251 3.64205 0.71071  -0.604
C -0.20836 2.93317 1.13548  0.579
F -0.13152 3.20141 2.43707  -0.234
F 0.65986 1.96774 0.84331  -0.108
F 0.12294 4.02784 0.45121  -0.227
C 3.51438 -0.92731 -3.58248  -1.735
C 2.38597 -0.34383 -2.73600  0.685
C 2.13286 1.12722 -3.08713  -1.274
C 2.62920 -0.47896 -1.24369  0.381
C 3.89873 -0.34504 -0.70437  -0.326
C 4.09317 -0.42705 0.66601  -1.356
C 3.01382 -0.65641 1.50343  -0.604
C 1.72106 -0.78777 1.01209  0.051
C 0.58344 -1.09603 1.96435  3.118
C 0.68477 -0.34393 3.29346  -1.717
C 0.49623 -2.60917 2.18950  -1.730
C 1.53416 -0.67351 -0.37684  0.605
N 0.26999 -0.74749 -0.95605  -0.136
H 3.21006 -0.96245 -4.62996  0.448
H 3.76123 -1.94276 -3.26717  0.396
H 4.42040 -0.31971 -3.52253  0.318
H 1.46950 -0.89079 -2.96142  0.431
H 3.01108 1.73267 -2.84804  0.307
H 1.28336 1.51593 -2.52307  0.249
H 1.91272 1.23685 -4.15128  0.406
H 4.74651 -0.18237 -1.35822  0.235
H 5.08753 -0.31487 1.08155  0.381
H 3.17539 -0.73139 2.57172  0.317
H -0.34167 -0.78623 1.48538  -1.725
H 1.41505 -0.80439 3.96482  0.481
H -0.28344 -0.35513 3.79589  0.384
H 0.96778 0.69875 3.13945  0.380
H 1.42984 -2.98462 2.61795  0.395
H 0.31602 -3.13393 1.24941  0.375
H -0.32110 -2.84264 2.87508  0.433
F -4.76434 -2.42843 -2.07312  -0.377
B -4.57114 -1.09776 -2.42861  0.464
F -5.00449 -0.83139 -3.72010  -0.354
F -5.12794 -0.23092 -1.50025  -0.339
F -3.10192 -0.86507 -2.42497  -0.448


[6]
This record from the Open Molecules 2025 dataset describes C14H17Br6F9O6 as an isolated structure. The level of theory is wB97M-V/def2-TZVPD.

The value obtained for the gap between HOMO and LUMO is 9.696 eV. The LUMO energy comes out at -0.5 eV.

Last column: Mulliken charge in e.
Cartesian coordinates (Å):
C -1.56407 1.26026 -4.25191  0.350
Br -1.20639 0.31344 -5.92434  -0.011
Br -3.44757 0.82506 -3.72150  -0.056
Br -1.21546 3.27128 -4.42748  -0.044
H -0.95527 0.86643 -3.43805  -0.272
C 2.89879 -3.80503 -0.24493  -0.319
Br 3.21228 -2.66738 -1.82831  0.021
Br 4.66779 -4.11352 0.60011  -0.045
Br 2.22996 -5.63121 -0.70093  -0.021
H 2.26042 -3.33718 0.50453  0.337
C -4.95618 -1.06821 1.50325  -1.132
C -3.73325 -0.15170 1.46714  0.401
O -2.91877 -0.59497 0.35042  -0.227
C -1.53346 -0.44827 0.47844  0.375
O -0.99599 -0.04151 1.49236  -0.513
C -0.69520 -0.85417 -0.76812  0.875
F 0.05497 -1.85480 -0.46900  -0.228
F -1.45930 -1.16949 -1.76586  -0.248
F 0.10847 0.12999 -1.12384  -0.263
H -5.23661 -1.52641 0.55481  0.307
H -5.82779 -0.57865 1.93767  0.364
H -4.72890 -1.77523 2.30110  0.222
H -3.23310 -0.00768 2.42485  -0.200
H -4.03752 0.87360 1.25669  0.246
C -1.67862 1.84291 4.41238  -1.147
C -1.05819 0.55268 4.87287  -0.231
O -2.11435 -0.38762 4.86684  -0.213
C -2.01761 -1.64299 5.40422  0.374
O -0.91530 -2.00093 5.90875  -0.559
C -3.26828 -2.50217 5.57131  0.846
F -3.57140 -2.80167 6.85824  -0.237
F -4.36977 -1.93828 4.96659  -0.227
F -3.05440 -3.61092 4.93246  -0.246
H -0.91524 2.62058 4.38797  0.389
H -2.54979 2.11786 5.00699  0.332
H -1.96672 1.80593 3.36179  0.243
H -0.64588 0.64330 5.87780  0.472
H -0.28161 0.20631 4.19093  0.227
C 5.58032 1.70020 -5.92746  -1.256
C 5.20146 2.55019 -4.80541  -0.122
O 4.09350 1.86848 -4.21437  -0.201
C 3.94161 2.04514 -2.85666  0.047
O 4.78834 2.53977 -2.07367  -0.547
C 2.56338 1.56738 -2.33099  1.258
F 2.05005 0.78407 -3.23647  -0.230
F 2.71240 0.94907 -1.12787  -0.211
F 1.64551 2.58307 -2.16335  -0.276
H 5.70443 0.63218 -5.74846  0.323
H 6.52728 2.02061 -6.36186  0.410
H 4.85390 1.79215 -6.73490  0.298
H 4.97837 3.57964 -5.08573  0.281
H 6.07900 2.56862 -4.15914  0.282


Computed energy relative to the best compared isomer or geometry (same formula, charge and spin) (eV) in order:
0.889, 0.208, 3.076, 0.000, 0.482, 2.173